{
  "formula": "C2HFKO",
  "method": "ωB97M-V/def2-TZVPD",
  "e_homo_ev": -12.79,
  "total_charge": 1,
  "spin_multiplicity": 1,
  "homo_lumo_gap_ev": 8.46,
  "symbols": ["H", "C", "C", "O", "F", "K"],
  "positions_angstrom": [[0.9225, -1.6609, -0.7106], [-0.0285, -0.1115, 0.1377], [1.0805, -0.8158, -0.0080], [-1.0367, 0.4004, 0.4557], [2.2784, -0.2295, 0.0745], [-3.2164, 2.4173, 0.0507]],
  "atomic_forces_ev_per_a": [[0.62, 0.26, 0.79], [-0.18, 0.34, 0.92], [-0.82, -0.27, -1.60], [0.11, 0.00, -0.35], [0.11, -0.17, 0.20], [0.16, -0.16, 0.05]]
}